(1)
C13H30FNO5Sr | ωB97M-V with the def2-TZVPD basis set

The geometry in XYZ format:
```
51
Properties=species:S:1:pos:R:3:forces:R:3
Sr -0.647 -0.045 -2.398 -1.3873 1.6756 0.9671
C 1.753 3.050 1.233 -0.7646 0.0888 -0.2791
C 1.690 1.487 1.290 1.3688 1.9865 0.7191
C 2.134 1.096 2.709 -0.4889 -0.6245 0.5793
C 1.021 1.222 3.741 -0.4531 0.2125 0.0248
C -0.235 0.525 3.231 0.7203 -0.4986 0.3744
C -0.700 0.975 1.852 -0.8137 0.0631 0.7474
N 0.405 0.979 0.931 0.4096 -1.9172 -0.8013
O 0.053 1.395 -0.359 -0.3722 -0.3659 -0.7786
C -1.424 2.319 1.968 0.3059 1.4470 -0.2645
C -1.737 -0.054 1.409 -0.5806 0.4099 -0.6455
C 2.778 0.985 0.339 -0.3010 -0.6959 -0.1543
H 2.664 3.476 1.655 0.1762 -0.1953 -0.1538
H 0.917 3.500 1.772 0.0973 -0.1233 0.1219
H 1.613 3.374 0.199 0.1885 -0.0003 0.0298
H 2.973 1.708 3.045 0.1441 -0.0098 -0.3349
H 2.470 0.048 2.739 -0.0080 0.0624 -0.2122
H 0.814 2.272 3.980 0.0294 -0.0210 -0.1346
H 1.302 0.750 4.687 0.1720 0.0787 -0.0304
H -1.037 0.590 3.971 -0.1428 0.1627 -0.1837
H 0.022 -0.543 3.169 -0.0824 0.0316 -0.0726
H -0.933 2.992 2.682 -0.1716 -0.2943 0.2298
H -2.484 2.265 2.218 0.0544 -0.2553 0.2016
H -1.364 2.898 1.041 -0.0282 -0.4714 -0.2124
H -2.027 0.176 0.381 0.1116 -0.1111 0.0768
H -2.649 0.079 1.997 0.0783 -0.1851 0.1623
H -1.425 -1.098 1.478 0.2526 0.0622 -0.0042
H 2.748 -0.113 0.341 0.1119 0.1940 0.0726
H 3.769 1.290 0.676 -0.0132 0.1317 0.0254
H 2.617 1.314 -0.687 -0.0520 0.1459 0.0700
F -2.600 1.103 -3.184 0.9912 -0.5868 0.1969
C -3.156 -2.286 -3.549 0.7231 0.2300 -0.7143
C -3.246 -2.366 -2.055 0.0506 -1.0085 -0.2147
O -2.848 -1.172 -1.429 -0.1694 -0.4982 0.2708
O -1.812 -1.854 -3.956 -0.8006 -0.5047 0.2993
H -3.894 -1.599 -3.961 0.0801 0.1156 -0.0273
H -3.259 -3.282 -3.984 -0.5065 -0.0636 0.1731
H -2.621 -3.202 -1.719 0.2161 0.2801 0.1662
H -4.267 -2.666 -1.803 -0.0532 0.2194 0.0873
H -3.652 -0.720 -1.158 0.2791 0.5845 -0.1014
H -1.704 -2.263 -4.819 0.2906 0.3110 -0.0498
C 1.974 -2.135 -1.256 -0.2185 -1.1231 0.1754
C 2.171 -1.679 -2.679 0.6063 2.4088 0.3202
O 1.007 -1.662 -3.501 0.4245 -0.8165 -0.2651
O 0.737 -1.611 -0.776 0.5126 -0.3544 -0.2796
H 2.841 -1.786 -0.688 -0.1443 0.2091 -0.0237
H 1.980 -3.227 -1.126 -0.1484 0.0416 -0.3001
H 3.107 -1.994 -3.143 -0.3620 -0.8541 -0.2015
H 2.385 -0.599 -2.592 -0.0355 -0.0996 0.2257
H 0.985 -2.420 -4.092 -0.1240 -0.0869 0.1269
H 0.791 -1.494 0.184 -0.1732 0.6126 -0.0043
```
Positions in Å, forces in eV/Å.

Summary:
Maximum force: 2.5 eV/A
ΔE to the lowest compared entry with this formula, charge and spin: 19.14 kJ/mol
Total energy: -1074.86011 Ha
HOMO level: -0.212 hartree
Lowest unoccupied orbital energy: -0.4 eV
Frontier orbital gap: 0.19818 Ha

Atom charges from the Mulliken analysis, given in e for atoms 1 to 5: 1.5960, -1.6709, 1.1592, -1.2312, -0.7122

(2)
C13H30IN5O5P | ωB97M-V with the def2-TZVPD basis set

The geometry in XYZ format:
```
55
Properties=species:S:1:pos:R:3:forces:R:3
C -1.381 -1.584 2.070 0.0259 0.1013 0.1549
P -1.826 -1.697 0.297 0.3296 -0.2985 -0.1465
O -3.069 -0.632 0.219 -0.2037 0.0844 0.0561
C -0.564 -0.574 -0.522 -0.0845 0.0505 0.4144
C 0.841 -1.184 -0.374 -0.3198 -0.1408 -0.4312
N 1.922 -0.157 -0.295 0.0808 0.0556 0.2819
C 1.701 0.996 0.643 0.0617 0.1686 -0.1488
C 0.222 1.188 0.969 -0.1678 0.1690 0.1458
N -0.677 0.831 -0.107 0.3745 -0.0479 -0.3174
C -0.640 1.789 -1.205 0.0529 0.0357 0.1786
C -1.867 1.598 -2.074 -0.0877 -0.0978 -0.1942
O -1.925 0.909 -3.035 0.0522 0.0796 0.0980
I -3.560 2.697 -1.383 -0.2338 -0.0420 -0.1003
H -1.646 -0.626 2.514 -0.0669 0.1155 -0.0683
H -1.939 -2.358 2.593 -0.0338 -0.0579 0.0501
H -0.324 -1.778 2.247 0.0885 -0.1116 -0.0267
H -3.892 -1.113 0.102 -0.1903 0.0498 -0.1363
H -0.847 -0.648 -1.568 -0.0260 0.1785 -0.1334
H 1.073 -1.771 -1.258 0.0664 -0.1136 -0.0017
H 0.935 -1.871 0.457 0.1099 0.1041 0.2925
H 2.766 -0.646 -0.008 0.1049 -0.0300 -0.1499
H 2.152 0.161 -1.243 -0.0066 -0.0773 -0.0857
H 2.102 1.879 0.152 0.0589 0.0029 -0.0979
H 2.294 0.832 1.538 -0.0257 -0.0801 0.1020
H -0.050 0.644 1.867 0.0050 -0.2044 0.0266
H 0.082 2.242 1.201 -0.0878 0.0439 0.1060
H 0.238 1.726 -1.865 0.0335 -0.1449 -0.0466
H -0.687 2.787 -0.777 0.0762 0.0799 0.0015
O 3.194 -0.472 -2.619 -0.0265 -0.0173 0.0218
C 3.697 -1.057 -3.582 -0.0505 0.0084 0.0210
N 4.135 -0.384 -4.653 0.0036 0.0521 -0.0050
C 3.845 -2.553 -3.601 0.0278 0.0186 -0.0585
H 4.546 -0.848 -5.443 -0.0001 -0.0168 0.0007
H 4.047 0.618 -4.668 0.0042 0.0010 -0.0147
H 2.860 -3.005 -3.493 -0.0033 0.0020 0.0271
H 4.452 -2.857 -2.750 -0.0184 0.0004 0.0204
H 4.305 -2.922 -4.515 0.0007 -0.0085 -0.0015
O -2.615 5.838 1.828 0.0571 -0.0178 0.0062
C -3.800 6.105 1.763 -0.0768 0.0115 -0.0068
N -4.662 5.334 1.046 0.1495 0.0268 0.0616
C -4.398 7.300 2.467 -0.0509 -0.0340 -0.0366
H -5.643 5.528 0.976 -0.0048 0.0194 0.0086
H -4.266 4.540 0.572 -0.1041 0.0226 0.0408
H -3.901 8.199 2.108 0.0253 0.0029 0.0180
H -4.202 7.208 3.534 0.0286 0.0134 0.0038
H -5.471 7.398 2.308 0.0016 0.0008 0.0005
O 1.270 -4.014 0.680 0.1867 0.1636 0.1455
C 1.457 -4.810 1.592 -0.1543 -0.1489 -0.0856
N 2.483 -4.683 2.464 -0.0118 0.0596 -0.0068
C 0.547 -5.994 1.797 0.0462 -0.0093 0.0761
H 2.637 -5.342 3.205 -0.0059 -0.0238 -0.0089
H 3.130 -3.924 2.348 0.0248 -0.0120 -0.0009
H 0.556 -6.598 0.891 -0.0167 0.0146 -0.0196
H -0.468 -5.630 1.945 -0.0105 0.0019 -0.0301
H 0.834 -6.614 2.644 -0.0079 -0.0036 -0.0003
```
Positions in Å, forces in eV/Å.

Summary:
Maximum force: 0.6 eV/A
Total energy: -1802.23761 Ha
HOMO level: -0.408 hartree
Lowest unoccupied orbital energy: -2.4 eV
Net charge: +1
Frontier orbital gap: 0.31941 Ha

Atom charges from the natural (NBO) analysis, given in e for atoms 1 to 5: -0.9958, 1.0940, -0.9692, -0.3807, -0.2641

(3)
C13H30N2NiO7 | ωB97M-V with the def2-TZVPD basis set

The geometry in XYZ format:
```
53
Properties=species:S:1:pos:R:3:forces:R:3
Ni -0.927 0.301 -1.420 -0.3690 -0.4125 1.6973
C -1.871 1.687 -3.045 1.8526 -5.5052 7.8254
O -0.981 0.868 -3.346 5.5224 -2.8057 -8.5197
O -1.262 2.294 -2.120 2.1365 8.6507 1.7775
O -2.688 0.979 -2.424 -8.8898 -0.7749 -0.9056
C 1.446 1.891 2.720 0.7639 1.0203 -0.8322
O 0.174 1.457 2.276 0.0756 0.4079 0.2673
C -0.377 2.309 1.229 -0.1923 -1.2468 1.3655
C -1.787 1.769 1.064 0.1080 -0.7460 -0.4920
N -1.638 0.344 0.610 0.8701 0.9498 -0.8674
C -2.685 -0.536 1.054 -1.3607 -0.6302 0.2948
C -2.401 -0.945 2.527 -0.8748 0.7397 0.0119
O -1.086 -1.382 2.733 0.3203 -0.1285 0.2942
C -0.677 -1.274 4.106 1.7068 -1.1173 -0.0853
H 1.385 2.961 2.918 0.1588 0.0500 0.4429
H 2.211 1.796 1.949 -0.0528 -0.0027 -0.7019
H 1.954 1.374 3.534 -1.1768 -0.3578 0.4268
H 0.271 2.140 0.368 -0.3137 0.3043 -0.4499
H -0.431 3.373 1.460 0.3579 0.0115 0.3860
H -2.342 2.418 0.386 -0.1273 -0.4456 -0.3051
H -2.363 1.644 1.981 0.3613 0.9881 0.3658
H -1.001 -0.007 1.310 1.9390 0.3566 -0.5016
H -2.744 -1.383 0.370 -0.0328 -0.1565 0.2244
H -3.625 0.011 0.988 -0.3176 -0.3590 0.2014
H -3.130 -1.670 2.889 -0.1137 -0.0615 -0.0446
H -2.467 -0.037 3.126 -0.6234 0.1629 0.1617
H -1.137 -1.979 4.798 -0.8882 0.1697 -0.2638
H -0.567 -0.291 4.564 -0.7756 0.4012 -0.5592
H 0.345 -1.653 4.110 0.2061 0.0487 -0.2476
C -2.052 -2.640 -2.085 0.7386 -1.0551 0.1358
O -1.042 -1.854 -1.407 -0.2569 1.2514 -0.6994
C -0.031 -2.485 -0.644 -0.2622 -1.0412 1.3871
C 0.977 -1.505 -0.019 -0.5773 0.5216 0.8759
N 1.084 -0.218 -0.709 -0.3122 -1.3997 -3.3245
C 1.617 -0.583 -2.091 2.3954 0.6286 0.9853
C 2.357 0.583 -2.706 0.4032 1.0639 0.0500
O 3.581 0.973 -1.923 -2.7966 -2.1698 -0.5452
C 4.455 1.764 -2.651 0.9431 1.3582 0.6013
H -2.720 -3.127 -1.375 -0.1871 0.4205 0.1882
H -1.568 -3.469 -2.601 0.2569 0.0453 -0.1450
H -2.584 -2.065 -2.843 0.1628 0.3953 0.4674
H 0.405 -3.374 -1.099 0.3079 0.4834 -1.0295
H -0.461 -2.960 0.238 -0.6091 0.0535 0.2010
H 1.941 -2.006 0.063 0.0856 0.0121 -0.0853
H 0.646 -1.239 0.985 -0.0064 -0.3840 0.1284
H 1.867 0.303 -0.341 -0.1454 0.4810 0.5315
H 0.946 -1.124 -2.758 -0.3472 0.5599 0.1771
H 2.478 -1.234 -1.940 -0.1265 -0.7552 0.2605
H 1.706 1.455 -2.775 0.0620 0.2787 -0.0799
H 2.593 0.260 -3.719 0.4859 0.2536 -0.0794
H 4.074 2.781 -2.739 -0.4849 0.0325 -0.8985
H 4.830 1.318 -3.573 -0.2878 0.0609 -0.1351
H 5.302 1.986 -2.002 0.2872 -0.6067 0.0654
```
Positions in Å, forces in eV/Å.

Summary:
Maximum force: 10.5 eV/A
ΔE to the lowest compared entry with this formula, charge and spin: 135.35 kJ/mol
Total energy: -2657.27943 Ha
Spin multiplicity: 4
HOMO level (spin up / spin down): -0.471 / -0.471 hartree
Lowest unoccupied orbital energy (spin up / spin down): -4.9 / -4.9 eV
Net charge: +1
Frontier orbital gap (spin up / spin down): 0.28937 / 0.28905 Ha

Atom charges from the natural (NBO) analysis, given in e for atoms 1 to 5: 1.4975, 0.9672, -0.5915, -0.5401, -0.6063

(4)
C13H31AlBO3 | ωB97M-V with the def2-TZVPD basis set

The geometry in XYZ format:
```
49
Properties=species:S:1:pos:R:3:forces:R:3
C 4.642 1.764 2.264 -0.7784 -0.1632 0.1631
C 3.520 0.670 2.254 1.1463 0.6778 0.0910
C 4.118 -0.611 1.686 -0.0209 0.2318 -0.2809
C 2.988 0.467 3.666 -0.3836 -0.9265 0.0461
C 1.617 -0.237 3.765 -0.2661 0.7153 0.1078
Al 0.258 0.258 2.346 0.2520 -0.4104 -0.1144
C 0.017 2.294 2.111 0.0870 0.3310 -0.1972
C -0.210 2.551 0.690 0.3237 0.3852 -0.1202
O 0.475 3.246 -0.053 -0.2649 -0.4730 0.2245
B -1.687 -0.631 2.678 0.2124 0.1161 -0.0942
O -2.695 -0.095 3.465 -0.1943 -0.5714 0.1333
O -2.017 -1.848 2.073 -0.7930 0.4192 0.1083
H 4.315 2.630 1.691 0.1731 0.0494 -0.1937
H 5.580 1.382 1.870 0.1588 0.0951 -0.0671
H 4.792 2.124 3.280 0.2516 -0.0419 0.1067
H 2.758 1.035 1.568 -0.3405 -0.1492 0.1032
H 4.526 -0.395 0.696 -0.0770 -0.1320 -0.1565
H 4.967 -0.922 2.296 -0.0532 -0.1704 0.1780
H 3.394 -1.417 1.592 -0.0754 -0.0753 0.0829
H 3.732 -0.154 4.185 0.1981 0.1715 0.1206
H 2.952 1.401 4.225 -0.0869 0.2612 -0.1878
H 1.185 0.050 4.732 -0.0509 -0.1193 0.1049
H 1.706 -1.324 3.813 0.1027 -0.1086 -0.1525
H 0.770 -0.377 0.930 -0.0054 0.0820 -0.0908
H -0.897 2.568 2.648 -0.0996 -0.2143 0.1045
H 0.842 2.909 2.472 0.0935 0.0152 0.0406
H -1.094 2.022 0.265 -0.0304 0.0789 -0.0445
H -2.336 0.665 3.917 0.0157 0.2850 0.1210
H -1.696 -1.789 1.173 0.5135 -0.3748 -0.1114
C -3.652 -1.055 -5.460 0.0903 -0.0676 -0.0333
C -3.018 -1.951 -4.401 -0.0967 0.0020 -0.0113
C -3.265 -1.472 -2.971 0.0132 -0.0087 0.0421
C -2.684 -0.096 -2.643 -0.0151 0.0416 -0.0545
C -1.178 0.036 -2.858 0.0294 -0.0194 0.0751
C -0.356 -0.899 -1.975 -0.0995 0.0301 -0.1781
H -3.242 -0.044 -5.430 -0.0148 0.0115 0.0143
H -3.473 -1.451 -6.462 -0.0252 0.0151 -0.0099
H -4.733 -0.987 -5.315 -0.0033 0.0358 0.0158
H -1.944 -2.035 -4.588 0.0106 0.0064 0.0244
H -3.425 -2.961 -4.503 0.0253 -0.0124 -0.0065
H -2.862 -2.213 -2.276 0.0095 0.0124 0.0073
H -4.345 -1.447 -2.788 -0.0071 -0.0129 -0.0142
H -2.913 0.134 -1.598 0.0218 0.0015 0.0072
H -3.197 0.668 -3.236 -0.0182 -0.0101 0.0064
H -0.888 1.067 -2.641 0.0120 0.0006 -0.0048
H -0.929 -0.134 -3.912 -0.0381 0.0136 -0.0129
H -0.556 -0.707 -0.921 0.0826 -0.0205 0.0192
H 0.710 -0.741 -2.136 0.0224 -0.0058 0.0882
H -0.571 -1.950 -2.185 -0.0071 0.0022 0.0000
```
Positions in Å, forces in eV/Å.

Summary:
Maximum force: 1.3 eV/A
Total energy: -1007.06044 Ha
HOMO level: -0.165 hartree
Lowest unoccupied orbital energy: 3.0 eV
Net charge: -1
Frontier orbital gap: 0.27421 Ha

Atom charges from the natural (NBO) analysis, given in e for atoms 1 to 5: -0.6072, -0.2260, -0.5981, -0.3886, -0.9437

> Which formula does entry 3 have?

C13H30N2NiO7

> Which value of total energy does entry 3 give?

-2657.27943 Ha

> Among the records above, which one has the lowest total energy?

C13H30N2NiO7